1.
This record from OMol25 describes a molecular structure, C37H67NO2P2RhSi5Te. The level of theory is wB97M-V/def2-TZVPD.

Output
- DFT total energy: -113316.747 eV
- Net charge: -1
- HOMO energy: -3.80 eV
- Relative energy (zero: lowest compared OMol25 entry of this formula, charge and spin): 24.0 kcal/mol
- Frontier orbital gap: 6.2 eV

Geometry as XYZ:
```
116
C37H67NO2P2RhSi5Te | OMol25 | wB97M-V/def2-TZVPD
Rh -1.46917 0.07257 0.82872
C 1.49745 -0.79502 2.85068
P 0.46343 0.54106 2.18051
C 1.76888 1.67287 1.60333
C -0.05930 1.44383 3.69594
C -1.19203 2.37572 3.27806
P -2.51611 1.35093 2.50249
C -3.83326 2.60702 2.36585
C -3.10848 0.48527 3.99877
H 2.33690 -0.35154 3.39177
H 1.86363 -1.41201 2.03269
H 0.92240 -1.42369 3.52547
H 2.55897 1.72224 2.35644
H 1.36391 2.66660 1.44326
H 2.18394 1.29615 0.66901
H 0.78253 1.97419 4.14692
H -0.41898 0.70968 4.42115
H -0.85103 3.10727 2.53796
H -1.61477 2.92326 4.12518
H -3.97756 3.05439 3.35156
H -4.76503 2.14228 2.04361
H -3.55384 3.38459 1.66182
H -3.16537 1.20699 4.81739
H -2.43400 -0.32921 4.25152
H -4.08958 0.04879 3.82116
C 3.68680 2.94063 -1.65381
Si 2.87968 1.90350 -3.00798
C 4.21726 1.71738 -4.32749
C 1.50544 2.85190 -3.87062
Si 2.31923 -0.25190 -2.22660
Te 0.43020 -1.10868 -0.78569
Si 1.90357 -1.62138 -4.10515
C 0.39059 -0.99074 -5.02376
C 1.57576 -3.39847 -3.58446
C 3.33663 -1.71005 -5.33614
Si 4.22652 -1.08808 -1.13206
C 5.81053 -0.92243 -2.15229
C 4.00703 -2.91285 -0.73339
C 4.55645 -0.19821 0.49692
H 3.85364 3.96277 -2.00679
H 4.66119 2.51058 -1.40715
H 3.10365 2.98704 -0.73442
H 4.57128 2.71634 -4.60213
H 3.83118 1.24554 -5.23088
H 5.07409 1.13732 -3.98379
H 1.93103 3.74183 -4.34526
H 0.70618 3.17434 -3.20767
H 1.05760 2.23558 -4.65363
H -0.46018 -0.91276 -4.34523
H 0.12597 -1.68058 -5.83060
H 0.56219 -0.00554 -5.46373
H 0.81369 -3.44773 -2.80608
H 2.48048 -3.87890 -3.20749
H 1.22551 -3.97029 -4.44942
H 3.55504 -0.74786 -5.79862
H 3.08269 -2.41308 -6.13551
H 4.25158 -2.06846 -4.85916
H 5.70930 -1.37903 -3.13898
H 6.63730 -1.41842 -1.63481
H 6.09065 0.12362 -2.29398
H 4.10539 -3.53237 -1.62696
H 3.02230 -3.09606 -0.29798
H 4.76846 -3.23243 -0.01555
H 4.60460 0.88636 0.38174
H 5.51231 -0.53831 0.90731
H 3.77837 -0.42633 1.22643
C -3.75419 2.37424 -0.97584
Si -1.96774 1.78394 -0.73281
C -1.49446 1.38846 -2.51566
C -1.08908 3.45672 -0.39169
C -1.79005 4.62497 -0.07137
C -1.14611 5.83748 0.14159
C 0.23267 5.92253 0.01515
C 0.95182 4.78818 -0.33426
C 0.29277 3.58104 -0.52878
H -3.70007 3.16988 -1.72734
H -4.26934 2.77593 -0.10826
H -4.36054 1.56445 -1.37136
H -1.82704 2.20290 -3.16792
H -1.98315 0.46392 -2.83148
H -0.42130 1.24956 -2.64127
H -2.87092 4.59953 -0.00142
H -1.72429 6.71908 0.39347
H 0.74207 6.86529 0.17404
H 2.02701 4.84745 -0.45430
H 0.86312 2.69926 -0.80162
C -6.15069 -3.14110 3.07518
C -5.06670 -3.95701 3.36991
C -3.76480 -3.56395 3.10954
C -3.45774 -2.30128 2.52950
C -4.58708 -1.49637 2.23105
C -5.87922 -1.90509 2.49534
N -2.18762 -1.88767 2.25186
C -1.17608 -2.71336 2.74687
C -0.34645 -3.42811 1.87567
C 0.71089 -4.19042 2.34878
C 0.95907 -4.29102 3.71202
C 0.11794 -3.62482 4.59722
C -0.93074 -2.85171 4.12386
H -7.16586 -3.45784 3.27715
H -5.23310 -4.93657 3.80704
H -2.96434 -4.25405 3.33795
H -4.43221 -0.53704 1.76586
H -6.69587 -1.24093 2.23087
H -0.55186 -3.36357 0.81572
H 1.34523 -4.71444 1.64213
H 1.78449 -4.88753 4.08030
H 0.28554 -3.70125 5.66602
H -1.58530 -2.34197 4.82293
C -3.44442 -2.95266 -1.18744
O -2.47840 -2.01365 -0.71863
C -2.93146 -0.77308 -0.37113
O -4.05239 -0.44911 -0.69577
H -3.12239 -3.92874 -0.82746
H -3.47075 -2.95036 -2.27966
H -4.43352 -2.71817 -0.79993
```

---

2.
This record from OMol25 describes 11 unconnected molecules or ions with the total composition C37H68F2N3O13S4 in a non-equilibrium geometry. The level of theory is wB97M-V/def2-TZVPD.

Output
- DFT total energy: -119312.892 eV
- Net charge: +1
- HOMO energy: -10.74 eV
- Relative energy (zero: lowest compared OMol25 entry of this formula, charge and spin): 0.0 kcal/mol
- Frontier orbital gap: 7.4 eV

Geometry as XYZ:
```
127
C37H68F2N3O13S4 | OMol25 | wB97M-V/def2-TZVPD
C -3.63193 -3.66867 2.61835
C -3.83387 -4.44053 1.36466
O -4.44984 -5.45082 1.35378
N -3.12604 -3.81900 0.12161
H -3.11289 -2.75827 0.26267
H -2.12099 -3.96977 0.18095
C -3.60781 -4.37392 -1.15753
H -2.67049 -3.30660 2.82284
H -4.09820 -4.01396 3.57913
H -4.21348 -2.74068 2.65142
H -3.49559 -3.50732 -2.07711
H -4.64475 -4.83591 -1.28487
H -3.02517 -5.29834 -1.50611
C 1.84384 -5.36075 2.89752
C 0.86664 -6.36694 3.01892
O 1.09597 -7.57803 3.29217
N -0.57295 -5.97984 2.69702
H -0.98333 -5.48292 3.39394
H -0.68304 -5.41833 1.70466
C -1.54347 -7.08631 2.59912
H 1.47393 -4.33883 2.89186
H 2.70414 -5.38783 2.10360
H 2.54599 -5.52694 3.66710
H -1.55290 -7.75494 3.34727
H -1.12594 -7.63960 1.66925
H -2.61305 -6.75548 2.54934
C -0.72870 -0.99156 -1.74307
C 0.06836 -0.91856 -0.50064
O 1.18808 -0.40392 -0.46980
N -0.57046 -1.49055 0.80973
H -1.53993 -1.16836 0.70476
H -0.35525 -2.45317 0.58654
C 0.12047 -1.00029 2.02231
H -1.70508 -1.71189 -1.61870
H 0.04270 -1.36441 -2.42633
H -1.03301 -0.07395 -1.93705
H -0.68975 -1.07666 2.68957
H 0.33375 0.11634 1.93148
H 1.11473 -1.69109 2.23810
O -0.60676 -4.12661 0.78493
H 0.34697 -4.41176 0.43798
O -3.10602 -1.19851 0.45347
H -3.88097 -0.69436 0.72930
F 7.56068 0.08522 -2.98913
C 6.30185 0.51270 -2.73503
C 5.84198 1.81295 -2.96165
C 4.45069 2.21223 -2.82057
C 3.60472 1.15618 -2.55123
C 4.00377 -0.20618 -2.18627
C 5.36803 -0.52485 -2.22001
H 6.52396 2.50744 -3.50687
H 4.08108 3.21759 -2.90357
H 2.59906 1.39082 -2.85106
H 3.23513 -0.88657 -2.05710
H 5.49000 -1.58503 -2.02970
F -4.14384 -0.40463 -3.34220
C -3.93895 0.98511 -3.39381
C -4.09175 1.87671 -4.47051
C -4.04947 3.19723 -4.43991
C -3.89922 3.77945 -3.20761
C -3.53757 3.04037 -2.08067
C -3.68400 1.58644 -2.13209
H -4.33679 1.39088 -5.42602
H -4.33053 3.65799 -5.23754
H -3.69385 4.83327 -3.12138
H -3.23454 3.21567 -1.12946
H -3.60999 1.02879 -1.28624
C -3.59749 0.73786 3.36723
C -3.02288 1.66838 4.59936
C -4.16056 2.15269 5.24246
S -5.36039 0.83104 5.25535
O -6.69272 1.38516 4.98203
O -5.12013 0.10741 6.45071
C -4.82513 -0.04020 3.86339
H -2.83970 0.19940 2.87582
H -3.84905 1.55673 2.72498
H -2.36426 2.49790 4.25973
H -2.39776 1.06023 5.26814
H -4.39740 2.98842 4.74265
H -4.13014 2.39359 6.32795
H -5.52484 -0.09214 3.03508
H -4.53905 -1.02745 4.34045
C 1.40400 3.04364 -5.68244
C 2.05732 1.82300 -6.11298
C 1.41717 0.67444 -5.50139
S -0.11869 1.26566 -4.81057
O 0.19053 1.64113 -3.41640
O -1.14362 0.39442 -5.17609
C -0.06760 2.75136 -5.68207
H 1.65163 3.70464 -6.30038
H 1.63124 3.25485 -4.58509
H 3.18718 1.88843 -5.91430
H 2.13695 1.75532 -7.15983
H 1.63337 0.12076 -4.62913
H 1.25931 -0.00910 -6.25126
H -1.03897 3.21403 -5.06129
H -0.43663 2.49723 -6.59898
C 6.50344 0.60920 2.48515
C 6.15422 1.10870 1.04514
C 4.93069 1.78044 1.09693
S 3.95203 1.17384 2.47629
O 2.86847 0.48010 2.01014
O 3.78779 2.28715 3.33890
C 5.18528 0.04503 2.97589
H 7.00412 1.34063 3.00470
H 7.40299 0.05144 2.38876
H 5.84028 0.25631 0.44570
H 6.91432 1.49087 0.48578
H 4.42893 1.59002 -0.02329
H 4.99679 2.78932 1.59445
H 4.90553 -0.66479 2.28309
H 5.28754 -0.18774 3.95827
C 0.13557 3.06932 0.46211
C 0.51452 3.86053 1.69590
C 1.67375 4.45782 1.37324
S 1.52863 5.06132 -0.34553
O 2.64386 4.57577 -1.12350
O 1.17690 6.43597 -0.24742
C 0.18021 3.99702 -0.69659
H -0.84796 2.44399 0.66179
H 0.58998 2.17877 0.38560
H 0.50415 3.22201 2.62072
H -0.24651 4.68041 1.97225
H 2.50109 3.76433 1.44418
H 2.00005 5.10950 1.99149
H 0.37024 3.63287 -1.74333
H -0.76301 4.56104 -0.84443
```

---

3.
This record from OMol25 describes 4 unconnected molecules or ions with the total composition C37H69BClN2O12S in a non-equilibrium geometry. The level of theory is wB97M-V/def2-TZVPD.

Output
- DFT total energy: -91069.317 eV
- Net charge: +1
- HOMO energy: -12.10 eV
- Frontier orbital gap: 8.7 eV

Geometry as XYZ:
```
123
C37H69BClN2O12S | OMol25 | wB97M-V/def2-TZVPD
C 1.88717 1.61898 2.38400
C 0.95136 2.53477 1.58586
C -0.50675 2.45689 2.09180
C -1.50608 1.92041 1.04887
C -2.83588 2.70464 1.01005
C -3.98728 2.05112 1.79593
C -4.88422 1.17796 0.90711
C -4.49328 -0.29757 0.89118
C -4.73739 -1.02741 2.23453
C -3.42710 -1.21584 3.05797
C -2.90247 -2.64710 3.01585
C -2.67207 -3.11521 1.57357
C -1.19150 -3.10197 1.16212
C -0.86892 -1.71932 0.57077
C 0.41759 -1.63532 -0.30646
N 1.33306 -2.61132 0.25310
C 2.64737 -2.11494 0.64198
C 3.45371 -3.22960 1.29575
C 4.76803 -2.68110 1.87213
C 4.87153 -2.90100 3.38767
N 0.83884 -0.21297 -0.16287
C 0.51237 0.53033 -1.12399
C -0.29471 -0.20476 -2.17849
S -1.97206 0.37542 -1.77910
Cl 0.04502 0.31837 -3.82720
C 0.26945 -1.65114 -1.86403
C -0.33228 -2.86781 -2.51425
C -1.85583 -3.08308 -2.31371
C -2.69331 -2.55464 -3.48869
O 1.65512 -1.41055 -2.27112
B 2.30412 -2.42163 -2.95836
O 2.20867 -2.47104 -4.32736
O 3.06742 -3.36381 -2.30100
H 2.06988 2.04120 3.36569
H 2.85582 1.54911 1.89405
H 1.43784 0.63665 2.53224
H 1.02319 2.24595 0.53315
H 1.29430 3.55799 1.67891
H -0.51791 1.81822 2.97302
H -0.80135 3.45720 2.39003
H -1.02947 2.07021 0.07725
H -1.64643 0.84874 1.18456
H -3.11609 2.80611 -0.02584
H -2.64713 3.67146 1.45402
H -4.61542 2.83532 2.20524
H -3.57658 1.48280 2.62670
H -4.76888 1.55133 -0.11194
H -5.93090 1.27552 1.16730
H -5.14548 -0.78125 0.15951
H -3.47074 -0.41698 0.53608
H -5.08680 -2.03049 2.00489
H -5.45266 -0.49275 2.84591
H -2.65911 -0.53216 2.70620
H -3.63760 -0.94758 4.09031
H -1.96461 -2.67189 3.56708
H -3.58056 -3.32445 3.52604
H -3.27800 -2.52724 0.88821
H -3.03163 -4.13610 1.47881
H -0.99399 -3.92323 0.47743
H -0.59947 -3.23934 2.05277
H -0.69499 -1.08838 1.44001
H -1.76621 -1.36903 0.09538
H 1.42420 -3.40030 -0.37446
H 2.55294 -1.34560 1.40981
H 3.23212 -1.67750 -0.17294
H 3.66479 -3.98667 0.54437
H 2.81808 -3.63105 2.07580
H 5.57562 -3.24072 1.41053
H 4.92777 -1.63726 1.62478
H 4.82042 -1.93468 3.87991
H 4.04126 -3.48619 3.77307
H 5.77039 -3.42853 3.67680
H 1.33497 0.22362 0.61404
H 0.72901 1.58061 -1.21449
H -2.67203 -0.67365 -1.32294
H -0.21837 -2.82434 -3.58872
H 0.12659 -3.76509 -2.10882
H -2.22224 -2.76518 -1.34753
H -1.99577 -4.15885 -2.33323
H -2.23656 -1.68038 -3.93631
H -3.67508 -2.26286 -3.12943
H -2.83732 -3.31835 -4.24231
H 2.22103 -3.38203 -4.65674
H 2.99352 -4.21767 -2.75673
C 3.73449 -2.43845 8.80935
C 3.72592 -1.77641 7.45538
C 3.69706 -0.26922 7.48150
O 3.08600 0.03410 6.21625
C 2.28778 -1.01366 5.89821
O 1.49813 -1.02392 5.00579
O 2.51279 -2.05930 6.72978
H 3.67395 -3.52128 8.70498
H 4.64812 -2.19179 9.34954
H 2.87531 -2.12380 9.40287
H 4.56226 -2.14191 6.85197
H 4.68384 0.18080 7.55352
H 3.05776 0.12808 8.27280
C -0.02668 5.36019 -3.69338
C -1.17230 4.62426 -3.04502
C -2.48985 4.72495 -3.77236
O -3.42930 4.51518 -2.70723
C -2.84178 4.95069 -1.56163
O -3.40413 5.09177 -0.52609
O -1.51816 5.19340 -1.76940
H 0.86509 5.30548 -3.06873
H 0.20439 4.93017 -4.66858
H -0.26508 6.41626 -3.82016
H -0.89980 3.57558 -2.87484
H -2.61176 3.97448 -4.54982
H -2.66535 5.71645 -4.19459
C 0.96526 1.65119 -8.38742
C 1.63345 2.79010 -7.66007
C 1.63087 2.67669 -6.15655
O 1.72230 4.04711 -5.75325
C 1.15048 4.79376 -6.74075
O 0.88698 5.94556 -6.64414
O 0.91968 4.02680 -7.83894
H 0.93729 1.84707 -9.45855
H 1.50576 0.71964 -8.21825
H -0.06721 1.52892 -8.05597
H 2.64873 2.93397 -8.04026
H 2.46845 2.10150 -5.76719
H 0.69511 2.27158 -5.75988
```